1.
The following is a quantum chemistry calculation of a molecular structure, C37H35OP2Ti, from the Open Molecules 2025 dataset.

The multiplicity is 2. The expectation value of S² is 0.7539. The value obtained for the largest force on an atom is 0.0521 Eh/bohr. The total charge is +2. As for the HOMO energy (alpha / beta): -14.3 / -14.3 eV.

```
76
Properties=species:S:1:pos:R:3:forces:R:3
C 0.364364 -0.049062 -2.416972 -0.65 0.44 -0.27
C 1.302528 -0.062025 -1.393523 -0.06 -0.21 -0.02
C 2.250023 -1.078724 -1.345819 0.53 0.03 0.54
C 2.283357 -2.045501 -2.331496 0.26 -0.66 -0.27
C 1.362747 -2.019859 -3.375899 -0.11 0.01 -0.04
C 0.395495 -1.015729 -3.408847 -0.19 -0.28 -0.48
P 1.285372 1.200250 -0.115644 1.55 0.55 -1.20
C 2.991947 1.268337 0.495282 -0.32 0.06 -0.08
C 3.331685 0.733843 1.735455 0.14 0.03 0.17
C 4.669192 0.730242 2.144790 -0.25 -0.11 0.29
C 5.652012 1.270545 1.319911 -0.10 0.05 -0.15
C 5.299868 1.818248 0.083234 -0.28 0.02 -0.06
C 3.962238 1.816749 -0.329618 0.97 0.13 0.02
Ti -0.101444 1.060276 1.850223 -0.56 -0.01 0.94
P -1.290612 -0.747305 0.761367 -1.46 -1.18 -0.17
C -0.440281 -2.260163 0.326060 0.25 -0.14 -0.15
C -0.784556 -3.018421 -0.786573 -0.07 -0.21 -0.26
C -0.116872 -4.216283 -1.037952 -0.04 -0.15 -0.28
C 0.895697 -4.653372 -0.188372 -0.03 -0.15 -0.13
C 1.254899 -3.880542 0.910970 0.25 0.16 0.37
C 0.595783 -2.679504 1.160329 0.25 -0.07 0.14
C -2.271332 -1.142336 2.260644 0.44 -0.63 -0.28
C -2.943307 -0.104536 2.890807 -0.02 0.46 0.39
C -3.687996 -0.350694 4.046512 -0.04 0.30 -0.04
C -3.767934 -1.642133 4.557644 0.03 -0.06 -0.04
C -3.099904 -2.688374 3.916407 0.06 -0.07 -0.10
C -2.347030 -2.447307 2.767447 -0.15 0.11 0.34
C -2.522564 -0.318959 -0.470080 0.07 0.32 0.03
C -2.531205 0.956082 -1.035865 0.01 0.27 -0.06
C -3.516765 1.304900 -1.958487 0.15 0.31 0.04
C -4.505509 0.384899 -2.298791 -0.04 -0.03 -0.05
C -4.517399 -0.876125 -1.704840 0.17 -0.20 0.24
C -3.525701 -1.224079 -0.777268 -0.82 -0.29 -0.47
C 0.958574 2.767323 -0.955564 -0.01 -0.10 0.08
C 1.346501 2.931953 -2.277809 0.07 0.49 -0.81
C 1.147670 4.161281 -2.919144 0.01 -0.19 0.19
C 0.563323 5.222911 -2.225498 0.09 -0.13 -0.11
C 0.182181 5.055874 -0.896403 -0.12 -0.04 0.38
C 0.378357 3.827243 -0.260157 -0.18 0.20 0.10
H -2.883701 0.918472 2.486900 -0.19 -0.31 0.11
H -4.205246 0.473750 4.543183 0.15 -0.31 -0.17
H -4.351708 -1.838591 5.459573 0.20 0.08 -0.31
H -3.164386 -3.702502 4.315223 0.01 0.32 -0.13
H -1.821617 -3.263420 2.277001 -0.13 0.15 0.10
H -1.561739 -2.680213 -1.470822 0.22 -0.12 0.18
H -0.384577 -4.810323 -1.921558 0.10 0.29 0.45
H 1.415201 -5.596085 -0.391863 -0.23 0.40 0.10
H 2.059269 -4.208886 1.577855 -0.34 0.14 -0.28
H 0.891650 -2.053344 2.012605 -0.06 -0.33 -0.17
H -1.763037 1.686439 -0.740618 -0.32 -0.22 -0.28
H -3.516259 2.304618 -2.404908 -0.01 -0.40 0.19
H -5.281416 0.656358 -3.020215 0.30 -0.10 0.28
H -5.304880 -1.592362 -1.952383 0.29 0.25 0.10
H -3.563035 -2.202853 -0.295468 0.01 0.25 -0.12
H 1.799332 2.110674 -2.836588 -0.14 0.26 0.19
H 1.450788 4.284214 -3.960039 -0.08 -0.04 0.33
H 0.406393 6.180577 -2.726931 0.05 -0.32 0.20
H -0.270164 5.884280 -0.346578 0.15 -0.28 -0.20
H 0.077850 3.695408 0.793932 0.12 0.21 -0.40
H 2.543868 0.332777 2.393457 0.41 0.00 -0.14
H 4.936848 0.312687 3.117925 -0.08 0.14 -0.33
H 6.695349 1.276983 1.640264 -0.35 -0.03 -0.08
H 6.063693 2.254564 -0.561523 -0.22 -0.14 0.19
H 3.697836 2.251635 -1.290353 0.06 -0.09 0.17
H 2.985352 -1.104879 -0.531266 -0.29 -0.02 -0.40
H 3.035336 -2.845561 -2.288841 -0.35 0.45 -0.01
H 1.387903 -2.786016 -4.157239 0.01 0.35 0.32
H -0.340514 -0.989620 -4.224902 0.38 0.01 0.43
H -0.399726 0.738823 -2.463663 0.44 -0.40 -0.03
H 0.254783 -3.686014 -6.087750 -0.51 0.52 -0.29
H -0.229623 -3.159303 -6.357876 0.49 -0.53 0.28
C -0.235345 2.663998 4.593445 -0.11 -0.03 0.05
O -0.169980 1.929367 3.321697 0.17 1.54 2.18
H -0.420774 3.736533 4.409509 0.10 -0.59 -0.23
H 0.713727 2.565038 5.147170 -0.33 -0.13 -0.52
H -1.050854 2.272849 5.225182 0.31 -0.03 -0.51
```
Forces are in eV/Å.

These are the Löwdin partial charges, in e, on atoms 1 to 2: -0.11 -0.38

2.
The following is a quantum chemistry calculation of a molecular structure, C37H36AsMgN5O5S, from the Open Molecules 2025 dataset.

The value obtained for the largest force on an atom is 0.0125 Eh/bohr. The total charge is -2. As for the HOMO energy: -1.5 eV.

```
86
Properties=species:S:1:pos:R:3:forces:R:3
Mg 0.099909 0.059991 0.401396 0.46 0.33 -0.07
C -1.403891 -3.673918 2.135075 -0.05 -0.01 0.08
C -0.931695 -2.258802 2.017572 0.16 0.17 -0.07
N 0.022885 -1.902454 1.217691 -0.11 -0.48 0.38
N 0.609498 -2.832946 0.456944 0.15 0.06 -0.25
C 1.791401 -2.442564 -0.052870 -0.36 0.12 0.31
N 2.130484 -3.099895 -1.205099 0.05 -0.09 -0.04
S 2.843468 -1.289333 0.631399 -0.22 -0.17 -0.12
C -1.516555 -1.196825 2.857566 0.10 0.08 -0.01
C -2.682691 -1.416875 3.597024 -0.09 -0.07 0.00
C -3.176513 -0.412770 4.407768 0.02 -0.03 -0.02
C -2.493152 0.791233 4.480362 -0.08 -0.04 0.01
C -1.349969 0.928314 3.712990 0.22 -0.02 -0.12
N -0.861643 -0.024114 2.922453 -0.10 -0.06 0.00
H -0.797016 -4.294868 1.481398 -0.01 0.00 0.02
H -2.453005 -3.763035 1.830451 0.05 0.01 0.03
H -1.318439 -4.035024 3.165717 -0.04 0.00 -0.04
H 1.333999 -3.304245 -1.797045 0.02 0.03 0.09
H 2.890735 -2.656893 -1.691565 0.10 0.01 -0.04
H -3.204543 -2.361748 3.508144 0.03 0.07 0.01
H -4.090762 -0.564438 4.969272 -0.01 -0.01 -0.02
H -2.843137 1.616851 5.087294 0.03 -0.03 -0.01
H -0.793265 1.857774 3.742199 -0.04 -0.02 -0.07
O 2.214824 1.108138 -5.157570 0.20 0.13 -0.60
C 1.736366 0.926041 -4.063787 -0.21 -0.13 0.51
C 1.826607 1.867447 -2.883421 -0.13 -0.37 0.18
O 2.235762 3.012717 -2.897660 0.24 0.32 -0.05
C 1.316515 1.098682 -1.741188 0.10 -0.20 -0.09
C 0.635669 -0.062935 -2.219459 -0.04 0.32 0.01
O -0.086399 -0.772909 -1.441603 0.10 -0.11 -0.16
C 0.967691 -0.294842 -3.618214 0.04 0.26 0.28
O 0.711592 -1.278160 -4.295822 -0.08 -0.32 -0.29
O 1.377646 1.374162 -0.502619 -0.02 0.09 -0.05
C -3.764046 6.806256 -4.174271 0.05 -0.04 0.03
C -3.104559 5.892155 -3.170441 -0.05 0.05 0.00
C -3.310183 4.524575 -3.189303 0.01 0.03 0.01
C -2.720955 3.662390 -2.260937 0.09 0.01 0.09
C -2.973625 2.189251 -2.462364 0.08 0.03 0.08
C -1.919044 4.191075 -1.231638 0.05 0.09 -0.14
As -0.821514 3.195182 0.126953 -0.46 0.21 0.09
N -1.421221 1.481714 0.353563 -0.58 0.12 0.19
C -2.707524 1.010444 0.590026 0.07 0.10 -0.29
C -3.726496 1.668239 1.307506 0.11 0.00 -0.01
C -4.999265 1.127044 1.443588 0.08 -0.09 -0.04
C -5.320000 -0.108430 0.889854 0.10 0.12 0.08
C -4.318323 -0.800776 0.212447 0.07 0.03 0.03
C -3.048867 -0.267130 0.071266 0.07 0.08 -0.04
C -1.382321 4.226465 1.819620 -0.07 -0.34 0.18
C -0.369009 4.182325 2.804181 0.01 -0.07 -0.04
C 0.976886 3.526874 2.553248 -0.16 0.12 0.04
C -0.583422 4.731695 4.067971 0.00 -0.03 0.01
C -1.786328 5.331856 4.411767 0.01 -0.02 0.02
C -2.023100 5.873416 5.800720 0.00 -0.01 -0.07
C -2.760471 5.418822 3.430726 -0.02 0.02 -0.08
C -2.574437 4.902620 2.144302 -0.04 0.00 0.00
C -3.693571 5.165041 1.158112 0.05 -0.06 0.15
C -1.619584 5.574485 -1.275515 0.00 -0.01 0.04
C -0.616527 6.217659 -0.339805 -0.09 -0.01 -0.10
C -2.231584 6.395623 -2.215515 0.05 0.03 -0.02
H -4.451357 6.252689 -4.816949 0.03 0.02 0.02
H -3.021688 7.293176 -4.813784 -0.03 -0.02 0.02
H -4.331042 7.594775 -3.671679 0.01 -0.01 -0.03
H -3.935124 4.094878 -3.969065 0.02 0.01 0.05
H -3.328085 2.008357 -3.479594 0.04 0.02 0.05
H -3.732467 1.818453 -1.776651 -0.06 -0.08 0.15
H -2.072599 1.598737 -2.303876 0.03 -0.06 0.07
H -3.489804 2.602727 1.792307 -0.02 0.10 -0.02
H -5.747639 1.678785 2.005741 0.02 0.00 -0.02
H -6.316476 -0.522504 0.987125 0.00 0.00 0.01
H -4.535832 -1.768285 -0.228711 0.03 0.01 0.00
H -2.296048 -0.805380 -0.501988 -0.09 0.05 0.01
H 1.482282 3.968970 1.696051 0.03 -0.01 -0.05
H 0.884093 2.463294 2.331308 -0.01 -0.07 -0.03
H 1.616381 3.630831 3.431100 -0.01 0.00 0.02
H 0.208131 4.665595 4.812402 -0.05 -0.02 -0.06
H -1.375429 5.378015 6.526550 -0.02 0.02 -0.01
H -3.060003 5.717465 6.107681 0.04 0.01 0.00
H -1.822390 6.947452 5.854162 0.00 -0.02 -0.01
H -3.707873 5.903747 3.665020 0.06 -0.05 -0.02
H -4.655939 5.188029 1.677095 0.05 0.02 0.00
H -3.743485 4.422198 0.371221 -0.01 -0.07 -0.04
H -3.546504 6.138137 0.676753 -0.01 -0.08 -0.01
H -0.959993 6.215476 0.696716 0.08 0.09 -0.14
H -0.430312 7.251742 -0.638773 -0.01 -0.06 -0.03
H 0.333845 5.675209 -0.367884 -0.03 0.03 0.03
H -1.995773 7.458955 -2.218950 -0.01 -0.07 0.02
```
Forces are in eV/Å.

These are the Löwdin partial charges, in e, on atoms 1 to 2: 0.54 -0.04

3.
The following is a quantum chemistry calculation of a molecular structure, C37H36BF5N2O5STi, from the Open Molecules 2025 dataset.

Its energy relative to the best compared isomer or geometry (same formula, charge and spin) is 5.9 kcal per mole. The multiplicity is 3. The expectation value of S² is 2.0118. The value obtained for the largest force on an atom is 0.0371 Eh/bohr. The total charge is -2. As for the HOMO energy (alpha / beta): 0.5 / -1.8 eV.

```
88
Properties=species:S:1:pos:R:3:forces:R:3
Ti 0.095760 0.140052 -1.864228 -1.43 -1.17 -0.47
O 3.833886 4.549639 -3.700510 0.28 0.41 -0.16
C 3.037770 3.640538 -3.358439 0.03 -0.35 0.05
C 1.637378 3.820209 -2.917395 -0.44 -0.14 0.18
O 0.961631 4.848133 -2.846253 0.26 -0.19 0.02
C 1.152234 2.441835 -2.540738 0.17 0.21 -0.11
C 2.119442 1.532005 -2.752431 0.10 0.17 0.01
O 1.853687 0.249284 -2.433441 1.52 0.44 -0.55
C 3.358879 2.193073 -3.289591 -0.04 -0.12 -0.02
O 4.405845 1.610753 -3.584974 -0.24 0.21 0.10
O -0.022443 2.005788 -2.029997 0.06 0.91 -0.26
F -6.327110 -2.321308 -2.436995 0.65 -0.01 -0.02
C -4.973758 -2.276150 -2.537203 -0.20 -0.23 -0.15
C -4.293655 -1.094582 -2.290288 0.01 0.43 0.03
F -4.992755 0.023451 -1.970005 0.45 -0.74 -0.18
C -2.907219 -1.086683 -2.370683 -0.02 0.45 0.16
F -2.252039 0.090363 -2.073499 -0.70 -0.70 -0.19
C -2.136217 -2.189333 -2.741401 -0.01 0.10 0.00
S -0.404028 -2.077921 -2.940169 -0.27 -0.07 -0.03
C -2.859662 -3.357677 -2.988948 -0.32 -0.51 -0.11
F -2.212015 -4.490758 -3.362915 -0.39 0.61 0.23
C -4.248990 -3.414707 -2.879804 -0.07 -0.37 -0.13
F -4.912989 -4.588494 -3.112686 0.50 0.90 0.18
C 4.618161 -0.763075 1.403224 -0.05 0.01 -0.03
C 3.813256 -0.366145 0.161022 -0.08 -0.11 -0.02
C 4.575711 -0.725440 -1.110023 -0.03 0.02 -0.04
C 3.434452 1.098107 0.235069 0.14 -0.01 -0.05
C 4.318248 2.085995 -0.183594 -0.02 0.01 -0.04
C 3.977508 3.425697 -0.109875 -0.01 -0.01 0.02
C 2.754964 3.798998 0.421102 -0.01 -0.06 -0.04
C 1.844845 2.842054 0.855607 0.00 0.05 -0.03
C 0.526926 3.267958 1.477609 0.02 -0.12 0.01
C 0.765052 3.720673 2.921864 -0.03 -0.02 -0.01
C -0.198546 4.355945 0.691965 -0.01 -0.01 0.00
C 2.196786 1.491938 0.741148 -0.11 0.14 0.12
N 1.249541 0.500329 1.128017 0.09 -0.20 -0.06
B 0.266956 -0.155329 0.275504 -0.05 -0.03 1.35
N -0.431064 -0.973777 1.264485 -0.16 -0.08 -0.01
C 0.122359 -0.810274 2.531275 -0.15 0.24 0.04
C 1.143402 0.066396 2.438446 -0.16 0.09 0.08
C -1.642746 -1.684089 1.057164 -0.02 0.11 -0.06
C -2.844791 -0.938203 1.079923 0.10 -0.10 0.04
C -4.045039 -1.576306 0.807878 0.08 -0.11 0.11
C -4.074557 -2.940664 0.565912 0.01 0.05 0.09
C -2.900559 -3.662497 0.592109 0.02 -0.05 0.00
C -1.656543 -3.062728 0.813721 -0.03 -0.04 0.04
C -0.451833 -4.010251 0.841912 0.02 0.00 0.03
C 0.944949 -3.404721 0.990491 0.02 -0.07 -0.04
C -0.423498 -4.918306 -0.394127 0.01 -0.01 0.00
C -2.854097 0.523384 1.481024 0.09 0.11 -0.03
C -3.748109 1.389742 0.597165 0.13 0.07 -0.16
C -3.272638 0.653447 2.950154 0.00 0.02 -0.09
H 4.876855 -1.823635 1.372120 0.01 -0.06 -0.01
H 4.055621 -0.576347 2.317856 -0.04 0.02 0.07
H 5.544826 -0.187449 1.451417 0.06 0.03 0.00
H 2.881434 -0.941917 0.169264 0.13 0.07 -0.04
H 5.560827 -0.257899 -1.133155 0.08 0.02 0.00
H 4.034977 -0.405939 -2.000149 0.07 -0.03 0.06
H 4.723076 -1.806891 -1.151542 0.01 -0.08 -0.01
H 5.257327 1.805163 -0.637783 0.06 -0.01 -0.04
H 4.645207 4.176472 -0.510366 0.02 0.02 -0.03
H 2.486131 4.846034 0.448513 -0.01 0.06 0.00
H -0.119834 2.387256 1.505992 0.02 0.06 -0.02
H 1.450519 4.570305 2.943029 0.03 0.05 0.00
H 1.200508 2.921656 3.522963 0.03 -0.03 0.01
H -0.173021 4.028776 3.389694 -0.05 0.01 0.03
H 0.375713 5.282089 0.656555 0.03 0.06 0.02
H -1.154168 4.576798 1.175320 -0.04 0.02 0.02
H -0.391088 4.053822 -0.333652 0.04 -0.09 -0.14
H -0.258443 -1.326044 3.397014 0.00 -0.05 0.06
H 1.788347 0.440511 3.216696 0.05 -0.02 0.03
H -4.965152 -1.008598 0.795094 -0.07 0.04 0.02
H -5.012743 -3.441287 0.366024 -0.07 -0.03 -0.01
H -2.947303 -4.732030 0.436156 0.00 -0.03 -0.03
H -0.626688 -4.652889 1.717333 0.03 0.01 -0.02
H 1.176259 -2.750687 0.147762 0.00 -0.04 0.03
H 1.669910 -4.221931 0.988553 0.03 -0.05 0.00
H 1.078675 -2.837145 1.907914 0.04 -0.07 -0.06
H -0.191292 -4.328521 -1.279959 -0.02 0.03 -0.06
H -1.358763 -5.445694 -0.572638 -0.02 -0.01 -0.01
H 0.361496 -5.666567 -0.273497 0.04 -0.04 0.00
H -1.835184 0.903731 1.383299 -0.06 -0.04 0.01
H -4.799031 1.102149 0.662330 -0.04 -0.01 0.00
H -3.440577 1.342426 -0.451243 -0.06 0.02 0.22
H -3.671632 2.430428 0.915726 0.00 0.04 0.01
H -4.280217 0.255548 3.093754 -0.05 -0.01 0.02
H -3.270537 1.701400 3.254726 0.00 0.05 0.01
H -2.594789 0.110517 3.605323 0.08 -0.08 0.04
```
Forces are in eV/Å.

These are the Löwdin partial charges, in e, on atoms 1 to 2: 0.82 -0.06

- The highest largest force on an atom belongs to which entry?
  C37H35OP2Ti

- Among the records above, which one has the lowest largest force on an atom?
  C37H36AsMgN5O5S

- Number 2 is which compound?
  C37H36AsMgN5O5S